# C35H52B2F8N9O7S5Y

A structure of composition C35H52B2F8N9O7S5Y (the ωB97M-V functional and the def2-TZVPD basis, OMol25).

Calculated values
* HOMO-LUMO gap: 5.7 eV
* energy relative to the best compared isomer or geometry (same formula, charge and spin): 58.2 kcal per mole
* lowest unoccupied orbital energy: -0.0166 hartree
* charge: 0
* DFT total energy: -5262.634677 a.u.

Element x y z (Å)
Y -0.25406 2.01266 -1.10203
C -5.16128 -0.38565 0.37266
C -3.79218 -0.96906 0.20495
C -3.61167 -2.30122 -0.04922
C -2.31080 -2.81267 -0.20498
N -1.27035 -2.03818 -0.06778
N -1.42507 -0.73949 0.15447
B -0.15935 0.08431 0.39712
N 1.07962 -0.83380 0.30040
N 1.43550 -1.34718 1.46787
C 2.49713 -2.11132 1.59847
C 3.28646 -2.43910 0.49945
C 2.96681 -1.88129 -0.72360
C 3.82883 -2.12119 -1.92521
C 1.83274 -1.06803 -0.79887
S 1.53551 -0.17021 -2.30048
C 2.72043 -2.63002 3.01095
C 2.65101 -1.44730 3.98861
C 4.06886 -3.33540 3.15016
C 1.58585 -3.62032 3.31952
N -0.28367 0.51862 1.90427
N -1.05143 -0.24964 2.67209
C -1.33932 0.09937 3.89126
C -0.86481 1.32126 4.41956
C -0.03706 2.09821 3.66743
C 0.49547 3.41202 4.13671
C 0.30311 1.64360 2.35410
S 1.41195 2.46383 1.36677
C -2.18391 -0.86002 4.71748
C -1.31657 -1.38387 5.87227
C -2.65650 -2.04649 3.87048
C -3.41228 -0.12961 5.27212
C -2.63932 -0.14210 0.26903
S -2.73595 1.56080 0.44928
C -2.06259 -4.28360 -0.51178
C -0.56122 -4.58074 -0.56300
C -2.69012 -4.59602 -1.87911
C -2.71351 -5.14593 0.57640
H -5.84050 -1.11710 0.81074
H -5.55288 -0.09535 -0.60419
H -5.11997 0.50536 0.99363
H -4.47033 -2.95548 -0.13314
H 4.14952 -3.08283 0.59075
H 4.68222 -2.74256 -1.66136
H 4.18042 -1.16743 -2.31986
H 3.25910 -2.60650 -2.71832
H 3.42987 -0.71625 3.76046
H 2.79234 -1.79800 5.01234
H 1.68399 -0.95068 3.91273
H 4.89184 -2.68018 2.85685
H 4.10695 -4.24634 2.54913
H 4.21947 -3.61948 4.19184
H 0.61764 -3.13455 3.19017
H 1.66968 -3.97792 4.34790
H 1.63351 -4.48443 2.65243
H -1.17264 1.65227 5.40391
H 0.03916 3.70488 5.08163
H 0.29862 4.17167 3.37896
H 1.57970 3.36334 4.24904
H -0.44582 -1.91230 5.47744
H -1.89471 -2.07706 6.48657
H -0.96521 -0.57164 6.51183
H -1.81113 -2.55458 3.40814
H -3.31926 -1.71043 3.07189
H -3.19684 -2.75368 4.50345
H -3.13625 0.67648 5.95447
H -4.03868 -0.83372 5.82291
H -4.00309 0.29197 4.45677
H -0.08460 -3.98412 -1.34066
H -0.39754 -5.63883 -0.77737
H -0.09030 -4.33382 0.39006
H -2.25172 -3.95623 -2.64608
H -3.76816 -4.42519 -1.86627
H -2.50957 -5.63921 -2.14585
H -2.29488 -4.90881 1.55693
H -2.53068 -6.20182 0.36869
H -3.79297 -4.99105 0.61888
F -4.78243 2.34224 -2.70238
C -3.56585 2.23126 -3.20120
F -2.72083 2.97425 -2.48134
F -3.56720 2.69072 -4.45326
S -2.97093 0.43875 -3.17761
O -1.88059 0.46148 -2.23353
O -4.09375 -0.38990 -2.94213
N -2.35599 0.25826 -4.64790
S -0.87760 0.72214 -4.70906
O -0.55004 1.88937 -3.94078
O 0.13552 -0.37497 -4.63151
C -0.68333 1.11713 -6.50745
F -1.04648 0.06582 -7.22418
F 0.58389 1.41592 -6.75308
F -1.44918 2.15717 -6.79572
O 0.32131 5.97304 -1.60547
C -0.34145 4.97061 -1.78893
O -0.64486 4.05696 -0.92762
H -0.75060 4.79159 -2.81281
F 1.28095 -2.33055 -4.01090
B 0.50329 -1.35530 -3.46222
F -0.64181 -1.85917 -2.91958
C 2.33578 2.93774 -4.65292
N 2.85504 3.96402 -3.76975
C 3.03688 5.24944 -4.42691
C 2.60602 3.85868 -2.42681
O 1.80486 3.00724 -1.98987
N 3.30805 4.67021 -1.60897
C 4.59251 5.25093 -1.94508
C 2.88304 4.90260 -0.23837
H 3.00863 2.83526 -5.50596
H 1.33828 3.19853 -5.01478
H 2.27693 1.98971 -4.12759
H 2.22314 5.40959 -5.13880
H 3.97967 5.27656 -4.97943
H 3.01139 6.06258 -3.70961
H 5.03229 4.75464 -2.80676
H 5.25853 5.11196 -1.09146
H 4.52699 6.32477 -2.14017
H 1.91440 4.45421 -0.06741
H 2.78752 5.97532 -0.06794
H 3.60552 4.47562 0.46204

Here are the Löwdin charges for atoms 1 to 6, given in e: 1.28 -0.06 -0.26 0.05 -0.21 0.19

=====

# C35H52OP4SY

A structure of composition C35H52OP4SY (the ωB97M-V functional and the def2-TZVPD basis, OMol25).

Calculated values
* HOMO-LUMO gap (spin up / spin down): 6.1 / 6.1 eV
* energy relative to the best compared isomer or geometry (same formula, charge and spin): 20.3 kcal per mole
* lowest unoccupied orbital energy (spin up / spin down): -0.3586 / -0.3586 hartree
* charge: +3
* DFT total energy: -3241.165571 a.u.

Element x y z (Å)
Y 0.35296 -0.18287 -0.86181
P -0.86695 2.52370 0.24204
P -2.66301 -0.23169 -1.18629
P 2.46401 1.71968 -0.91392
H 0.71850 -1.63657 -6.84040
C 1.64965 -1.57071 -6.29707
C 1.94726 -2.44932 -5.26232
H 1.39646 -3.37519 -5.20543
C -1.20252 3.85743 -0.99681
C -2.48985 2.55020 1.10494
C 0.17051 3.46735 1.39883
C -3.04104 -1.63112 -2.24866
C -3.83071 -0.57231 0.20495
C -3.48299 1.15733 -2.02411
C 3.74966 1.03059 -2.02409
C 3.49128 2.08846 0.53902
C 2.36620 3.40651 -1.64298
H 2.44025 -0.99666 -6.82493
H 2.98951 -2.50856 -4.90264
H -1.52592 4.74127 -0.43222
H -2.01514 3.53097 -1.67332
H -0.26999 4.07443 -1.55215
H -2.54777 3.44901 1.72801
H -2.63264 1.66595 1.73608
H -3.32677 2.61825 0.40303
H -0.40257 4.32422 1.76443
H 1.07431 3.84401 0.91095
H 0.43497 2.84992 2.26364
H -4.04036 -2.00819 -2.02706
H -2.35326 -2.45681 -2.05917
H -2.97811 -1.37972 -3.31553
H -4.80091 -0.09994 -0.00495
H -3.43870 -0.18330 1.15600
H -3.95571 -1.66290 0.29617
H -4.48812 0.82894 -2.33270
H -2.90147 1.48167 -2.90016
H -3.60329 2.04565 -1.39275
H 4.56533 1.75489 -2.12056
H 3.34638 0.80596 -3.02133
H 4.14860 0.10360 -1.60301
H 4.50195 2.38590 0.22365
H 3.58260 1.19483 1.17132
H 3.06083 2.90792 1.13702
H 3.37071 3.70434 -1.98251
H 1.98840 4.14804 -0.92884
H 1.70458 3.39421 -2.51762
C 0.32275 -0.80255 -4.17505
C 0.35381 0.64706 -4.34325
C -0.49908 1.07941 -5.56832
C -1.34980 0.21348 -6.19003
C -1.54943 -1.09302 -5.69461
C -0.67214 -1.61251 -4.72896
S 1.47696 -1.45200 -3.07493
H 0.22726 0.97843 -3.12683
H 1.35365 1.11953 -4.48536
H -0.43982 2.11983 -5.88724
H -1.98084 0.55226 -7.02692
H -2.32292 -1.74346 -6.06046
H -0.61384 -2.68593 -4.54992
O 0.31685 -0.46290 1.21414
P 0.34189 -1.05472 2.68223
C -1.05524 -2.16199 2.81855
C -1.91594 -2.09557 3.92844
C -3.03682 -2.91948 3.99517
C -3.33698 -3.81499 2.95971
C -2.46420 -3.90379 1.85467
C -1.33217 -3.08655 1.79500
C 1.91151 -1.85434 2.84491
C 2.00546 -3.24348 2.76990
C 3.28180 -3.82091 2.75508
C 4.43007 -3.01752 2.78373
C 4.31169 -1.63422 2.93993
C 3.04985 -1.03628 2.95179
C 0.29197 0.08053 4.04987
C 0.97171 -0.19868 5.24401
C 0.82725 0.66966 6.34109
C 0.03001 1.80185 6.23633
C -0.65695 2.05518 5.05471
C -0.52520 1.20223 3.95353
H -1.67438 -1.41263 4.74598
H -3.68100 -2.86465 4.87334
H -4.22506 -4.43863 3.00454
H -2.66363 -4.62217 1.05928
H -0.64672 -3.18648 0.94572
H 1.10142 -3.84679 2.72142
H 3.35649 -4.89851 2.69531
H 5.41142 -3.47512 2.71569
H 5.19092 -1.00626 3.01934
H 2.94069 0.03699 3.05619
H 1.56992 -1.08648 5.38055
H 1.35440 0.46601 7.26280
H -0.05781 2.50749 7.06990
H -1.29269 2.92366 4.95641
H -1.09418 1.36961 3.04791

Here are the Löwdin charges for atoms 1 to 6, given in e: 1.04 0.75 0.75 0.73 0.06 -0.02

=====

# C35H53AsCoNO2P2

A structure of composition C35H53AsCoNO2P2 (the ωB97M-V functional and the def2-TZVPD basis, OMol25).

Calculated values
* HOMO-LUMO gap (spin up / spin down): 7.4 / 8.4 eV
* multiplicity: 4
* <S²>: 3.774
* lowest unoccupied orbital energy (spin up / spin down): -0.0782 / -0.0801 hartree
* charge: +1
* DFT total energy: -5871.668971 a.u.

Element x y z (Å)
Co -0.06111 0.02251 -0.03697
P 1.51534 0.76786 -1.55899
P -1.05307 -1.04355 1.75570
N 1.35301 -1.57580 0.17972
C 2.98149 -0.28356 -1.18829
H 3.57425 -0.47980 -2.09222
H 3.63918 0.26735 -0.49793
C 2.58866 -1.61596 -0.53350
H 2.60637 -2.41091 -1.30271
H 3.36635 -1.89782 0.20156
C 1.24162 -2.56446 1.20402
H 2.25247 -2.67706 1.63995
H 0.97793 -3.56055 0.80294
C 0.25705 -2.20494 2.32581
H 0.81587 -1.72347 3.14343
H -0.17667 -3.12403 2.74323
C -2.51701 -2.14059 1.38883
C -3.61197 -1.39504 0.62828
H -4.33212 -2.11967 0.22261
H -3.21203 -0.81291 -0.21017
H -4.17303 -0.71134 1.27659
C -1.41138 0.02552 3.23438
C -2.64657 0.90998 3.03751
H -2.67694 1.67205 3.82930
H -3.59413 0.35276 3.10325
H -2.60967 1.43152 2.07242
C 2.09749 2.52060 -1.33010
C 1.09839 3.54554 -1.87167
H 1.32706 4.53682 -1.45518
H 0.07494 3.29968 -1.56405
H 1.13049 3.65020 -2.96750
C 1.16235 0.47341 -3.36741
C -0.17145 1.08763 -3.79100
H -0.47140 0.66259 -4.75926
H -0.11331 2.17594 -3.91631
H -0.97444 0.86909 -3.07756
C -0.09526 -1.57140 -0.95732
O -0.39772 -2.45889 -1.67947
C -1.46677 -0.74514 4.55638
H -2.35226 -1.38677 4.61788
H -0.57691 -1.35957 4.72802
H -1.53064 -0.02544 5.38087
C 3.50666 2.78020 -1.86977
H 3.82160 3.78255 -1.55616
H 4.24656 2.06677 -1.49326
H 3.52996 2.76387 -2.96485
C 2.30479 0.88703 -4.29521
H 2.13367 0.43509 -5.28047
H 2.34388 1.97249 -4.45044
H 3.28646 0.54116 -3.95025
C -3.07217 -2.86716 2.61203
H -3.66400 -2.20677 3.25808
H -3.74948 -3.65890 2.26708
H -2.29177 -3.35037 3.21183
H -2.09257 -2.89703 0.70468
H 1.05315 -0.62512 -3.42261
H -0.53448 0.69865 3.25075
H 2.10396 2.62608 -0.22982
H 1.60239 1.15018 1.77036
H 0.99167 1.27138 1.32293
O -1.71555 1.38008 -0.32677
As -2.97254 2.39044 -0.88320
C -2.18221 4.12467 -1.10547
C -1.64462 4.77130 0.01995
C -1.28007 6.11967 -0.06771
C -1.41051 6.79646 -1.28300
C -1.85375 6.12730 -2.42591
C -2.23429 4.78376 -2.34558
C -3.67725 1.67438 -2.53448
C -4.54445 2.43425 -3.33467
C -5.15851 1.83918 -4.44206
C -4.90770 0.49399 -4.73661
C -4.04066 -0.25715 -3.94073
C -3.41125 0.33491 -2.83944
C -4.48957 2.34236 0.33646
C -4.56690 3.28736 1.36777
C -5.65646 3.27748 2.24618
C -6.70180 2.36913 2.05134
C -6.65275 1.45608 0.99706
C -5.55512 1.44846 0.12661
H -1.55074 4.23618 0.96589
H -0.94841 6.64465 0.82899
H -1.20885 7.86564 -1.32894
H -1.96458 6.65867 -3.37353
H -2.61389 4.25770 -3.22021
H -4.74722 3.48194 -3.11214
H -5.83750 2.42005 -5.06729
H -5.39652 0.02974 -5.59554
H -3.85587 -1.30586 -4.15842
H -2.70961 -0.24260 -2.23222
H -3.79680 4.05280 1.46210
H -5.70441 4.00314 3.05988
H -7.57505 2.39986 2.70266
H -7.47965 0.75925 0.83535
H -5.53773 0.76413 -0.71964

Here are the Löwdin charges for atoms 1 to 6, given in e: 0.23 1.03 1.03 -0.24 -0.28 0.09